DFT (the ωB97M-V functional and the def2-TZVPD basis) results for the molecule C3H2ClNO2S at a distorted geometry.

```
10
Properties=species:S:1:pos:R:3:forces:R:3
C -0.01993 0.99828 0.61233 1.669 -1.708 0.400
C -0.36593 -0.29730 0.82846 -0.636 1.649 -2.180
O -0.05816 -0.24159 -1.35396 1.754 2.987 -0.698
N -0.60217 -1.03970 -0.37141 0.150 1.307 -0.055
O 0.12233 -2.19338 -0.38809 2.273 0.689 2.343
Cl -0.92700 -1.08215 2.09951 -0.874 -1.409 3.413
C 0.49181 1.00063 -0.74604 -2.307 -0.734 -0.323
H -0.29475 -2.79681 -0.93864 -1.689 -1.572 -1.681
S 1.17772 2.24834 -1.48341 0.272 -0.497 -0.623
H 0.27620 1.76806 1.34943 -0.612 -0.712 -0.596
```
Forces are in eV/Å.

The SMILES is On1oc(=S)cc1Cl. For the LUMO energy, the calculation gives -0.60 eV. For the HOMO energy, the calculation gives -9.03 eV. As for the net charge: 0. The value obtained for the largest force on an atom is 3.795 eV Å⁻¹. For the HOMO-LUMO gap, the calculation gives 8.4 eV. For the molar mass, the calculation gives 151.6 g mol⁻¹.